Entry 1:
C5H5N2P in the gas phase, computed with the ωB97M-V functional and the def2-TZVPD basis.

Results
- Total energy: -644.1219 hartree
- Spin multiplicity: 3

Atoms and positions in Å:
1 C 1.30504 -0.77413 0.11297
2 C 1.46945 0.21357 -0.72745
3 C -0.58984 1.29772 0.92423
4 C -1.31334 0.02943 -1.21529
5 C -0.19821 -0.91033 0.59528
6 N -0.44178 0.19106 1.45812
7 N -1.06562 -1.01091 -0.52842
8 P -0.32360 1.54712 -0.85004
9 H 2.07523 -1.36741 0.47310
10 H 2.23621 0.51438 -1.34688
11 H -0.85205 2.06669 1.68050
12 H -2.02411 0.03435 -1.91566
13 H -0.27736 -1.83154 1.33954


Entry 2:
A molecular structure, C28H82Cl2HfN13O7P4, computed with the ωB97M-V functional and the def2-TZVPD basis.

Results
- Total energy: -4687.7548 hartree
- Net charge: +2
- Spin multiplicity: 2

Atoms and positions in Å:
1 Hf -1.10377 0.73058 3.60731
2 C 1.16912 0.18442 0.62339
3 O 0.44997 0.46211 1.78235
4 H 0.50903 -0.07989 -0.20275
5 H 1.58987 1.13080 0.28363
6 H 1.95437 -0.54168 0.83377
7 O 0.87358 2.11499 4.17483
8 P 2.29702 2.67837 4.33497
9 N 3.58550 1.57849 4.57513
10 C 3.77668 0.91757 5.87662
11 C 3.82770 0.90764 3.33377
12 N 2.33548 3.83318 5.56437
13 C 1.05949 4.39840 5.96175
14 C 3.57856 4.31422 6.17367
15 N 2.81656 3.67643 3.04548
16 C 4.18209 4.21720 2.86654
17 C 1.87759 4.40958 2.17451
18 H 3.46976 -0.12807 5.85357
19 H 3.26413 1.53728 6.61239
20 H 4.84522 0.76044 6.02371
21 H 3.95325 1.55554 2.46627
22 H 2.97693 0.28821 3.04991
23 H 4.79111 0.40098 3.39055
24 H 0.70576 5.11484 5.22034
25 H 0.27733 3.64219 6.02860
26 H 1.04499 4.84227 6.95717
27 H 3.29938 4.45223 7.21824
28 H 4.47140 3.69054 6.12931
29 H 3.84335 5.25340 5.68795
30 H 4.76392 3.35610 2.53776
31 H 4.36932 4.92369 2.05789
32 H 4.53711 4.62036 3.81497
33 H 0.90119 4.11569 2.55971
34 H 2.02396 4.12945 1.13134
35 H 2.00461 5.49008 2.24140
36 O -1.49744 -0.81515 -4.69814
37 P -0.27245 -1.04520 -5.44408
38 N 1.05563 -1.51130 -4.36961
39 C 1.19046 -2.85872 -3.89072
40 C 1.51513 -0.61053 -3.36173
41 N 0.34399 0.31643 -6.28610
42 C -0.58870 1.37533 -6.71680
43 C 1.71111 0.58944 -6.51285
44 N -0.27392 -2.20491 -6.68291
45 C 0.94406 -2.51287 -7.48570
46 C -1.29167 -3.29087 -6.73557
47 H 1.03355 -3.56360 -4.70719
48 H 0.29870 -2.99500 -3.27892
49 H 2.13457 -2.92219 -3.34967
50 H 1.82327 0.36096 -3.74820
51 H 2.45734 -0.96673 -2.94523
52 H 0.75835 -0.45981 -2.59187
53 H -1.48948 0.86212 -7.05342
54 H -0.82974 2.05556 -5.89992
55 H -0.17587 2.01539 -7.49654
56 H 2.05670 1.45311 -5.94476
57 H 2.27273 -0.23993 -6.08294
58 H 2.05382 0.65668 -7.54539
59 H 1.64162 -3.05052 -6.84349
60 H 0.72666 -3.07561 -8.39353
61 H 1.55144 -1.64679 -7.74857
62 H -2.18976 -2.88746 -6.26781
63 H -1.04674 -4.04884 -5.99153
64 H -1.42240 -3.71765 -7.72999
65 O -1.72289 -1.46303 2.66993
66 P -2.02680 -2.93450 2.49601
67 N -2.84710 -3.12125 0.99696
68 C -2.56178 -4.16216 -0.02329
69 C -4.24093 -2.56277 1.00993
70 N -2.98071 -3.57109 3.75715
71 C -2.63193 -3.15556 5.14770
72 C -4.06375 -4.51949 3.55858
73 N -0.70540 -3.94515 2.39357
74 C -0.88635 -5.42873 2.23800
75 C 0.53348 -3.36463 1.88362
76 H -3.33256 -4.93174 0.01854
77 H -1.55145 -4.56870 -0.06869
78 H -2.77937 -3.73665 -1.00293
79 H -4.67813 -2.50693 0.01302
80 H -4.26112 -1.49248 1.21530
81 H -4.89446 -3.08424 1.70926
82 H -3.50064 -2.56086 5.43015
83 H -2.36236 -4.01453 5.76220
84 H -1.71619 -2.56770 5.21040
85 H -4.98201 -3.96812 3.35637
86 H -3.85417 -5.16800 2.70792
87 H -4.28118 -5.10061 4.45476
88 H -1.25325 -5.72047 3.22206
89 H -1.58970 -5.82612 1.50623
90 H 0.06389 -5.94561 2.10393
91 H 0.59343 -2.43305 2.44634
92 H 0.45938 -3.02757 0.84969
93 H 1.37608 -4.04616 2.00041
94 O -2.53454 1.17115 1.40937
95 P -3.08979 1.61254 0.10902
96 N -2.30678 2.87564 -0.75212
97 C -0.82675 3.14415 -0.52315
98 C -2.81414 3.38593 -1.97090
99 N -4.62132 2.13696 0.05177
100 C -5.65150 1.09826 0.16976
101 C -5.02202 3.34953 0.65994
102 N -3.15881 0.29917 -1.04147
103 C -4.00188 0.24780 -2.31801
104 C -2.02746 -0.61224 -1.06867
105 H -0.19900 2.59364 -1.22385
106 H -0.53334 2.75501 0.45183
107 H -0.55825 4.19969 -0.56616
108 H -3.77649 2.91602 -2.17379
109 H -2.09235 3.37565 -2.78761
110 H -2.99022 4.44665 -1.79209
111 H -5.98698 0.86800 -0.84144
112 H -5.30503 0.16818 0.62032
113 H -6.51181 1.54295 0.66998
114 H -4.21303 4.06887 0.53279
115 H -5.96994 3.76819 0.32190
116 H -5.07589 3.17802 1.73502
117 H -3.27190 0.37514 -3.11740
118 H -4.60420 -0.64962 -2.45924
119 H -4.63475 1.13297 -2.38163
120 H -1.21169 -0.20433 -1.66552
121 H -2.15268 -1.59459 -1.52410
122 H -1.67426 -0.72601 -0.04378
123 C 4.08109 -2.72653 0.13553
124 N 4.58719 -3.49712 -1.03385
125 O 5.57083 -4.22359 -0.78217
126 O 4.06055 -3.29461 -2.11162
127 H 3.42681 -3.39807 0.69145
128 H 3.46012 -1.92129 -0.25702
129 H 4.96606 -2.36635 0.66013
130 Cl 2.02014 3.88456 -2.37147
131 C 3.11979 2.49363 -2.01437
132 C 3.94133 2.80188 -0.72132
133 Cl 5.07493 1.51797 -0.56984
134 H 3.80507 2.42205 -2.85899
135 H 2.63372 1.51805 -2.00584
136 H 3.45747 2.80383 0.25539
137 H 4.47687 3.75088 -0.74779


- What is the formula in the first record?
  C5H5N2P